129
Properties=species:S:1:pos:R:3:forces:R:3:mulliken_spin:R:1 method="wB97M-V/def2-TZVPD" multiplicity=5 gap_ha="0.15523 / 0.28665" e_tot_ev=-123391.4370 fmax_ha_per_bohr=0.083 e_lumo_ev="0.52 / 0.46"
O 0.38656 1.01303 -6.23564 0.274 0.369 -0.271 0.000
O -4.82615 -2.16130 1.02282 1.688 1.518 -2.047 0.001
H -4.62797 3.80113 0.01404 0.483 -0.084 0.012 0.016
C 0.17282 -1.96574 3.26109 -0.201 0.198 -0.723 0.006
O -2.26297 3.13566 0.45208 -0.237 2.475 -1.251 0.056
C -2.13332 4.11787 -0.29655 -1.119 -2.316 -0.867 0.065
H 1.55161 -0.82422 -1.29433 0.529 0.096 0.415 -0.002
H -2.65263 -5.99553 4.90105 -0.869 -0.960 0.800 0.000
C -3.88713 -1.30612 0.42607 -0.208 -0.045 -1.207 -0.069
H -1.89731 6.40721 4.56484 1.078 0.049 -0.295 0.000
O -2.50385 -3.85095 -3.24846 -0.868 0.331 0.350 0.000
H -2.11992 -0.73146 -1.67781 0.047 0.015 -0.535 -0.004
H 1.08969 0.90354 -3.38025 0.307 0.568 -0.585 0.000
C -1.84451 5.46360 4.02180 -2.150 -0.535 -0.066 0.010
H 0.82374 -2.81811 3.06650 -0.695 -0.765 0.942 0.001
C 0.22738 3.22729 -8.06630 0.758 0.335 -0.195 0.000
O -0.45175 0.80470 1.02126 -0.122 -0.161 -0.352 0.092
H 0.67700 0.95803 5.10836 -1.073 0.497 0.034 0.000
H 2.97773 2.21802 1.60221 0.307 -0.328 -0.098 0.000
C -1.74643 -1.19341 4.42351 0.602 2.199 -3.043 0.070
H 2.11988 1.66952 4.65909 0.095 0.592 -0.353 0.000
O 2.77202 2.65556 -2.31752 -0.166 0.822 -0.619 -0.001
H -0.07001 -0.47872 -1.57204 -0.449 0.189 0.030 -0.009
H -4.07948 -6.45272 3.80940 0.418 -0.146 -0.031 0.000
H 0.61091 5.24044 0.73687 -0.127 0.727 -0.976 0.001
C 5.91801 -1.84459 0.48066 1.076 1.349 -0.298 0.000
O -2.02279 -4.29242 1.60054 1.938 0.762 -1.683 -0.002
H -2.75584 -4.02387 -0.28631 0.075 -0.453 -0.321 0.000
H 0.54226 2.28596 -8.51668 0.117 -0.144 0.615 0.000
H -4.13639 -2.63759 2.91262 0.310 -0.070 -0.197 -0.004
H 7.84503 2.49447 2.64547 -0.130 0.499 -0.728 0.000
C 4.82399 0.91828 -1.91988 -0.491 -1.274 0.879 -0.001
H 1.72837 4.11097 -4.34647 0.227 -1.101 0.735 0.000
H -5.00793 -1.13541 2.89029 0.119 0.398 -0.652 0.031
O -3.70006 -5.58517 -2.99953 2.112 1.028 0.080 0.000
O 3.74737 3.23231 -4.35969 -0.890 -0.292 0.574 0.000
H -3.55913 -0.89367 -2.83980 0.246 -0.335 0.201 0.001
C -0.56898 3.42242 3.99860 -0.835 -1.285 -0.149 0.038
H 7.97781 4.21832 3.29496 0.089 -0.319 -0.213 0.000
H -0.60689 3.59119 -8.66602 -0.596 -0.165 0.682 0.000
C 5.48709 3.08779 1.63081 -1.890 -2.514 1.641 0.000
H -3.47768 0.34761 -1.59289 -0.152 0.059 0.124 0.036
C 1.06273 1.68539 4.39403 0.594 -0.854 -1.045 0.001
C -1.81005 -4.30143 0.17902 0.240 0.921 -0.164 0.001
H 6.59146 -1.96190 -0.36835 -0.014 -0.045 -0.053 0.000
H -1.28099 -5.14051 -0.27277 -0.661 -0.686 0.507 0.000
V -2.35109 1.36023 1.95115 0.823 -0.371 0.090 3.155
H -1.10052 -3.49754 -0.01698 -0.192 0.379 0.291 -0.001
H 3.26499 2.68710 -0.10432 -0.041 0.062 0.128 -0.001
O -1.35250 -5.87715 -3.11143 -2.860 2.194 0.353 0.000
H 2.98272 5.20350 -4.30183 0.722 -0.060 -0.047 0.000
H -5.85227 -2.63488 2.78474 -0.223 -0.138 -0.895 -0.005
H -4.20199 -5.08352 4.89419 0.241 0.320 -0.078 0.000
O 4.62307 1.68993 -3.06654 0.914 1.193 -1.858 0.000
H -4.98619 -7.13935 -2.91728 0.307 -0.023 0.676 0.000
H 5.37951 0.02679 -2.21097 -0.115 0.159 -0.270 0.000
H -0.61178 -3.22727 -2.88567 0.268 -0.146 0.008 0.000
H 6.94459 2.96873 4.02037 -0.073 0.188 0.122 0.000
O 4.15679 -2.15213 -1.69442 0.140 -1.063 1.542 0.000
H 6.46433 -2.04298 1.40276 -0.202 -0.236 -0.095 0.000
O 4.35344 3.71961 1.33459 1.359 1.272 -0.238 0.000
H 1.57323 -4.92744 -1.10168 -0.031 0.229 0.524 0.000
H 2.49126 4.37558 -5.76112 1.294 -0.760 -0.389 0.000
O -1.92917 -0.24840 3.65328 0.090 -0.867 0.791 0.146
H 2.38317 3.72862 1.07072 0.263 0.157 -0.329 0.000
H 5.58386 -0.80793 0.52264 -0.075 0.079 -0.073 0.000
C -3.92061 -6.96469 -3.06604 0.517 -1.130 -0.696 0.000
O -0.01040 2.38446 -4.54735 0.290 2.690 -0.049 0.000
C -2.63370 -5.29247 2.17326 -0.317 3.149 1.281 0.003
H 1.62777 -3.30143 -1.78839 0.329 -0.087 -0.494 0.000
H -4.51617 3.16727 -1.65393 0.316 -0.292 0.190 -0.002
H 0.90043 -1.19637 3.51944 -0.575 0.500 -0.025 -0.001
H 0.02653 2.06431 -2.54124 0.200 0.139 -0.286 -0.001
H -0.62890 0.76076 -3.51935 -0.124 -0.123 0.064 -0.001
O -3.06780 4.57788 -1.20479 1.142 -0.473 2.003 -0.001
H -1.04018 -3.28240 -4.57596 -0.148 0.063 -0.094 0.000
H -5.09823 4.75029 -1.37562 0.309 0.364 0.012 -0.003
C 2.23892 -4.14150 -1.45841 0.091 -0.446 0.059 0.000
O 5.66173 1.87104 1.54794 0.238 1.761 -0.622 0.000
O -1.42516 2.67532 3.52617 1.053 1.634 0.397 0.074
H 1.47177 0.22882 0.91051 0.886 0.552 0.168 0.003
C -3.19725 -0.67760 -1.83459 0.486 0.955 0.821 -0.020
O 6.19022 3.93044 2.35423 2.235 -0.268 0.082 0.000
H 5.39978 1.38322 -1.11963 -0.196 0.587 -0.140 0.000
H 0.90902 1.31836 -0.46121 0.603 0.958 0.357 0.002
O 4.84337 -2.71530 0.40604 -1.066 -1.451 0.630 0.000
H -3.71362 -7.36533 -4.05838 0.051 0.314 -0.424 0.000
O -0.83691 -2.13025 4.30192 1.958 -0.941 -0.749 0.003
H -0.32531 -1.80896 2.30433 0.048 0.679 0.151 0.001
O -3.78840 -1.59950 -0.94163 -1.747 -0.942 2.847 0.002
O -2.39353 -1.45285 5.48083 -1.744 -0.722 3.562 -0.009
H -2.14387 5.56330 2.97847 0.664 0.256 -0.197 0.004
O -1.02810 4.77061 -0.55069 0.304 0.602 1.240 0.001
H -1.54721 -1.95178 -3.50292 -1.107 -0.364 -0.090 0.000
H -2.72125 4.96250 4.43207 0.191 -0.689 0.212 0.007
C 0.62204 -0.65931 -0.74951 -0.937 -0.177 -0.250 0.012
H 3.85631 0.57650 -1.55262 0.074 0.039 0.280 0.002
C 3.62871 2.56151 -3.16261 -0.164 -0.200 -0.139 0.000
C 2.74883 4.22160 -4.71325 -1.145 1.068 0.957 0.000
H -3.09778 0.38567 6.28438 0.090 -0.081 -0.408 0.005
C 0.17610 1.49303 -3.45741 -1.032 -1.241 0.135 0.002
C -4.96188 -2.11971 2.42430 0.541 0.043 1.847 0.009
O 3.08106 -3.74623 -0.38345 1.799 1.307 0.350 0.000
C 0.17675 2.12386 -5.81630 -0.312 -1.055 -2.160 0.000
C -1.42308 -3.03145 -3.58677 2.477 -0.461 0.170 0.000
H 0.75359 3.86514 -0.43508 0.203 -0.101 0.517 0.004
H -3.19078 -7.49867 -2.45750 -0.607 -0.107 0.628 0.000
H -4.29905 -0.69460 5.44821 0.070 0.496 -0.089 0.003
O -3.24785 -0.41070 0.93700 -1.135 -1.176 -0.224 0.148
H 2.84707 -4.67520 -2.18876 -0.116 0.669 -0.585 0.000
C -2.37087 -5.16444 -3.08011 0.000 -1.710 -0.985 0.000
C -4.35759 4.03630 -1.01538 -1.506 -0.240 -0.462 0.026
O -3.12635 -6.22894 1.70126 -1.079 -3.673 -1.941 0.000
C 3.21503 3.03931 0.92599 -1.253 -0.993 -0.015 0.001
O 0.62123 3.02669 4.43619 -0.129 1.125 0.958 0.002
H 0.92207 1.36148 3.36282 -0.027 -0.566 0.057 0.009
H 0.30592 -1.60193 -0.30270 0.060 -0.148 0.268 -0.002
C -3.50118 -5.66952 4.29957 0.406 -0.633 0.936 0.001
C 7.34353 3.35747 3.08345 -1.022 0.364 0.407 0.000
O -0.64635 4.74341 4.22926 0.412 -0.302 -0.014 -0.003
C 0.65739 0.53527 0.25401 -0.861 -1.118 -0.124 0.060
O 0.00408 3.25028 -6.65261 -0.352 -1.194 2.354 0.000
H 0.98385 4.00152 -8.19442 0.324 -0.282 -0.296 0.000
H -0.14587 3.85007 1.16602 -0.462 -0.821 -0.633 0.007
C 4.08225 -2.79642 -0.65869 -2.025 -0.293 -1.455 0.000
C -3.41856 -0.63741 6.08818 -0.344 -0.151 -0.707 0.019
H -3.71565 -1.09022 7.03411 0.522 -0.271 -0.104 0.001
O -2.78098 -4.86991 3.41484 -0.238 1.120 0.344 0.000
C 0.10627 4.40043 0.25957 0.487 -0.203 0.315 0.005